Entry 1:
# C35H53N4OP2Pt

C35H53N4OP2Pt as an isolated structure (ωB97M-V/def2-TZVPD, OMol25).

Geometry as XYZ:
```
96
C35H53N4OP2Pt ωB97M-V/def2-TZVPD
C -1.2311 -1.4891 -1.6779
C 0.7531 -2.5591 -0.9285
C -1.3652 -2.4015 -2.7180
C 0.5092 -3.6126 -1.8471
C -0.5290 -3.5156 -2.7497
H -2.1597 -2.2395 -3.4386
H 1.2149 -4.4390 -1.8407
H -0.6985 -4.2837 -3.4977
N -0.2211 -1.5863 -0.8001
P -2.3177 0.1521 0.2345
P 2.3748 -0.8018 0.4538
C -2.2003 -0.3307 -1.5333
H -1.8146 0.5221 -2.1030
H -3.1817 -0.5757 -1.9548
C 0.5224 1.3918 1.5816
O 0.8882 2.4165 1.9953
C 1.9475 -2.3909 -0.1933
H 2.6556 -3.2144 -0.1791
C 3.4406 -0.0002 -0.9543
C 3.5662 -1.1368 1.9101
C -3.1581 1.8697 0.2532
C -3.5790 -1.2123 0.7638
C 3.5018 1.5175 -0.7249
H 3.9937 1.7794 0.2196
H 4.0887 1.9667 -1.5421
H 2.5050 1.9656 -0.7379
C 4.8720 -0.5531 -1.0287
H 5.4846 -0.3191 -0.1524
H 4.8830 -1.6350 -1.2100
H 5.3741 -0.0803 -1.8877
C 2.8085 -0.2952 -2.3217
H 3.3491 0.2817 -3.0904
H 2.8891 -1.3583 -2.5830
H 1.7590 -0.0012 -2.3658
C 4.2995 0.1750 2.2492
H 3.5916 1.0092 2.3617
H 4.8192 0.0492 3.2104
H 5.0575 0.4439 1.5060
C 2.7667 -1.5601 3.1473
H 2.0080 -0.8179 3.4182
H 2.2747 -2.5312 3.0166
H 3.4607 -1.6494 3.9985
C 4.5589 -2.2702 1.6107
H 5.2839 -2.0260 0.8314
H 5.1336 -2.4696 2.5280
H 4.0428 -3.1946 1.3303
C -4.0181 -0.8957 2.1989
H -4.5216 -1.7838 2.6125
H -3.1581 -0.6693 2.8453
H -4.7345 -0.0620 2.2409
C -2.8920 -2.5873 0.7200
H -2.8455 -2.9850 -0.3035
H -1.8764 -2.5570 1.1237
H -3.4815 -3.2924 1.3264
C -4.8283 -1.3593 -0.1290
H -5.4514 -2.1484 0.3214
H -5.4479 -0.4613 -0.1871
H -4.5841 -1.6840 -1.1480
C -2.4306 2.8605 -0.6651
H -2.4368 2.5454 -1.7151
H -2.9488 3.8320 -0.6086
H -1.3949 3.0181 -0.3495
C -3.0782 2.4230 1.6849
H -2.0421 2.6620 1.9590
H -3.6539 3.3613 1.7269
H -3.4970 1.7376 2.4331
C -4.6186 1.7995 -0.2142
H -4.7129 1.3283 -1.2024
H -5.2733 1.3032 0.5130
H -5.0025 2.8258 -0.3232
Pt 0.0488 -0.1830 0.7719
N 0.2226 1.5758 -1.3704
C 0.4475 2.1253 -2.3838
C 0.6578 2.8639 -3.5644
C 0.4842 4.2574 -3.5297
C 1.0000 2.2116 -4.7628
C 0.6350 4.9963 -4.7002
H 0.2225 4.7391 -2.5858
C 1.1644 2.9644 -5.9248
H 1.1175 1.1262 -4.7693
C 0.9788 4.3511 -5.8937
H 0.4776 6.0754 -4.6785
H 1.4277 2.4647 -6.8584
H 1.0973 4.9348 -6.8076
C -0.9333 0.8118 4.3513
C -0.7754 -0.5977 3.9583
N -0.4366 -1.1673 2.7980
C -0.3847 -2.5402 3.0081
C -0.7260 -2.7928 4.3096
N -0.9517 -1.5617 4.8882
H -1.3626 0.8422 5.3633
H 0.0405 1.3132 4.3786
H -1.6002 1.3270 3.6489
H -0.1193 -3.2481 2.2344
H -0.8065 -3.7206 4.8497
H -1.2193 -1.3699 5.8494
```

Spin multiplicity: 5
Largest force on an atom in Eh/bohr: 0.12524
Energy relative to the best compared isomer or geometry (same formula, charge and spin) in kJ/mol: 0.0
Frontier orbital gap (spin up / spin down) in eV: 3.5366 / 5.8921
Charge: +3
Electronic energy in eV: -66959.649
HOMO energy (spin up / spin down) in Ha: -0.4645 / -0.6073
⟨S²⟩: 6.0540
M in g/mol: 802.86

Results of the Löwdin charge analysis, in e, for atoms 1 through 2: atom 1 (C): -0.317, atom 2 (C): -0.325

---

Entry 2:
# C35H53N6O3S

A 2-piece molecular cluster, C35H53N6O3S overall (ωB97M-V/def2-TZVPD, OMol25).

Geometry as XYZ:
```
98
C35H53N6O3S ωB97M-V/def2-TZVPD
C -1.4295 3.5495 -3.4556
O -2.3129 2.4081 -3.4665
C -2.2583 1.7075 -2.1769
C -2.8730 0.2287 -2.2698
C -4.1257 -0.0297 -1.3048
C -3.8602 0.3586 0.2339
C -3.0068 -0.7817 1.0149
C -2.9428 -0.3128 2.5705
C -2.8928 -1.5890 3.5826
C -1.9047 -1.3171 4.8480
C -0.4001 -1.7295 4.3742
C 0.3296 -2.7216 5.4317
C 0.9017 -4.0431 4.7668
C 2.1298 -4.1517 3.8497
C 3.1983 -3.1083 3.3153
C 3.0441 -1.6134 3.8528
N 2.2349 -0.8538 2.8525
N 2.1550 -5.5585 3.5052
C 3.1529 -6.1814 2.5793
C 2.6200 -6.1346 1.0363
N 1.1372 -6.0421 0.9542
N 3.0140 -7.3565 0.2644
N 3.1977 -4.9173 0.3687
C 1.1306 -6.3418 4.1094
N 0.3891 -5.3919 4.8876
C -0.7682 -5.8835 5.6871
C -2.1673 -5.1755 5.3546
C -3.1613 -5.1992 6.6174
S -2.5348 -4.1413 8.0399
H -2.0003 4.5406 -3.6147
H -0.6264 3.5184 -4.2739
H -0.8688 3.6804 -2.4628
H -1.1445 1.6189 -1.9193
H -2.8234 2.3785 -1.4392
H -2.0284 -0.5377 -2.1058
H -3.2066 0.0919 -3.3643
H -4.9840 0.6268 -1.6920
H -4.4408 -1.1212 -1.4171
H -4.8844 0.3810 0.7523
H -3.3980 1.3957 0.3678
H -1.9614 -0.9251 0.5649
H -3.5405 -1.8021 0.9534
H -3.8773 0.2771 2.8796
H -1.9961 0.3110 2.7186
H -3.9526 -1.8491 3.9580
H -2.5452 -2.4846 2.9645
H -1.9241 -0.1733 4.9855
H -2.2427 -1.8664 5.7858
H 0.1933 -0.7527 4.3873
H -0.4011 -2.2575 3.3685
H 1.0800 -2.1781 6.1118
H -0.5087 -3.0660 6.1484
H 3.1499 -3.1260 2.1670
H 4.2529 -3.4818 3.5894
H 2.6917 -1.5146 4.9275
H 4.1049 -1.1519 3.8271
H 2.3056 0.1643 2.9761
H 2.6894 -1.0390 1.9362
H 4.1298 -5.5761 2.5698
H 3.3095 -7.2509 2.9473
H 0.7930 -6.3148 0.0231
H 0.8143 -5.0984 1.1998
H 2.8052 -8.1700 0.8684
H 4.0338 -7.3316 0.0834
H 2.4217 -4.3925 -0.0530
H 3.7603 -5.2351 -0.4429
H 0.9702 -7.4581 3.9630
H -0.8899 -7.0095 5.5003
H -0.5034 -5.7946 6.8056
H -1.9311 -4.1143 4.9968
H -2.6514 -5.7719 4.5062
H -3.2321 -6.2651 7.0464
H -4.2044 -4.8610 6.2899
H -2.4277 -2.8267 7.6166
C -1.5390 9.9786 -7.7112
C -2.1797 8.8516 -7.2012
C -1.4330 7.7594 -6.7746
C -0.0414 7.7862 -6.8682
C 0.5987 8.9053 -7.4016
C -0.1528 10.0067 -7.8125
C 2.0718 8.9273 -7.5523
O 2.6319 9.9053 -8.0145
C 2.8523 7.7382 -7.1404
C 4.2346 7.7212 -7.3294
C 4.9775 6.6144 -6.9336
C 4.3445 5.5249 -6.3395
C 2.9668 5.5356 -6.1545
C 2.2165 6.6388 -6.5637
C 0.7458 6.6254 -6.3948
O 0.1898 5.6703 -5.8786
H -2.1221 10.8343 -8.0355
H -3.2623 8.8258 -7.1343
H -1.9373 6.8863 -6.3734
H 0.3402 10.8851 -8.2157
H 4.7345 8.5679 -7.7886
H 6.0517 6.6013 -7.0862
H 4.9257 4.6645 -6.0243
H 2.4787 4.6820 -5.6957
```

Largest force on an atom in Eh/bohr: 0.09843
Frontier orbital gap in eV: 8.1624
Charge: +1
Electronic energy in eV: -63062.619
HOMO energy in Ha: -0.3949
M in g/mol: 637.92

Results of the Löwdin charge analysis, in e, for atoms 1 through 2: atom 1 (C): -0.136, atom 2 (O): -0.233

---

Entry 3:
# C35H54F3N2NiO2

C35H54F3N2NiO2 as an isolated structure (ωB97M-V/def2-TZVPD, OMol25).

Geometry as XYZ:
```
97
C35H54F3N2NiO2 ωB97M-V/def2-TZVPD
Ni 0.5149 -0.8706 0.1812
C -0.5127 -2.5180 2.8098
N -0.6345 -2.6446 1.3631
C -0.2656 -3.9987 0.9721
C -2.0181 -2.3560 0.9919
C -2.1710 -2.1793 -0.5165
N -1.3278 -1.0926 -0.9962
C -2.0367 0.1937 -0.9957
C -2.3761 0.8979 0.3035
C -3.5475 1.6365 0.3012
C -3.8607 2.5432 1.3030
C -2.9142 2.7085 2.3096
C -1.7207 2.0162 2.3634
C -1.4369 1.0255 1.3736
O -0.4249 0.2543 1.5142
C -0.7560 2.3578 3.5012
C -1.4259 2.0114 4.8405
C 0.5987 1.6432 3.4586
C -0.4556 3.8656 3.4418
C -5.1210 3.4021 1.3146
C -6.0548 3.1098 0.1368
C -4.7077 4.8808 1.2360
C -5.8995 3.1508 2.6143
C -0.7396 -1.3614 -2.3274
C 0.7747 -1.3803 -2.3271
C 1.4927 -2.4301 -2.8550
C 2.8813 -2.3764 -2.9619
C 3.5155 -1.1682 -2.6601
C 2.8515 -0.0821 -2.1252
C 1.4571 -0.2165 -1.8435
O 0.7866 0.6795 -1.2040
C 3.4935 1.2775 -1.8684
C 4.9889 1.2855 -2.1917
C 3.3403 1.7275 -0.4054
C 2.7709 2.3010 -2.7620
C 3.6355 -3.6384 -3.3664
C 5.1550 -3.4419 -3.3818
C 3.3316 -4.7375 -2.3332
C 3.1931 -4.0901 -4.7669
H -1.2313 -3.1759 3.3289
H -0.6974 -1.4838 3.0894
H 0.4971 -2.7802 3.1171
H -1.0288 -4.7301 1.2985
H 0.6863 -4.2656 1.4286
H -0.1360 -4.0692 -0.1057
H -2.3123 -1.4246 1.4798
H -2.6900 -3.1670 1.3366
H -3.2343 -1.9876 -0.7484
H -1.8778 -3.1093 -1.0119
H -2.9660 0.0809 -1.5877
H -1.3760 0.8899 -1.5242
H -4.2292 1.4919 -0.5256
H -3.1293 3.4203 3.0940
H -1.6589 0.9493 4.8724
H -2.3516 2.5650 4.9804
H -0.7609 2.2423 5.6715
H 0.4978 0.5730 3.6052
H 1.2388 2.0390 4.2500
H 1.0937 1.7934 2.5044
H -1.3528 4.4655 3.5725
H -0.0226 4.1056 2.4739
H 0.2555 4.1440 4.2190
H -5.5576 3.3092 -0.8087
H -6.9390 3.7452 0.1908
H -6.3834 2.0736 0.1494
H -4.1342 5.0557 0.3278
H -4.0855 5.1542 2.0836
H -5.5792 5.5363 1.2280
H -6.2151 2.1103 2.6633
H -6.7838 3.7858 2.6721
H -5.2793 3.3548 3.4825
H -1.0658 -0.5818 -3.0295
H -1.1067 -2.3162 -2.7246
H 0.9585 -3.3174 -3.1757
H 4.5743 -1.0848 -2.8351
H 5.4960 0.5269 -1.6014
H 5.4093 2.2557 -1.9303
H 5.1787 1.1046 -3.2480
H 4.0623 1.2201 0.2253
H 2.3446 1.5057 -0.0321
H 3.5062 2.8017 -0.3259
H 2.8516 2.0296 -3.8151
H 3.1998 3.2941 -2.6233
H 1.7203 2.3302 -2.4863
H 5.4969 -3.0938 -2.4111
H 5.4542 -2.7278 -4.1460
H 5.6465 -4.3920 -3.5928
H 3.6749 -4.4139 -1.3534
H 3.8388 -5.6684 -2.5925
H 2.2660 -4.9364 -2.2635
H 3.3863 -3.2996 -5.4902
H 2.1307 -4.3156 -4.7907
H 3.7393 -4.9842 -5.0691
F 2.2436 -2.7034 0.2880
C 2.3108 -1.4495 0.9265
F 3.5828 -1.0503 0.5951
F 2.4688 -1.8110 2.2526
```

Spin multiplicity: 3
Largest force on an atom in Eh/bohr: 0.02642
Frontier orbital gap (spin up / spin down) in eV: 6.8272 / 6.8442
Charge: -1
Electronic energy in eV: -93445.505
HOMO energy (spin up / spin down) in Ha: -0.1547 / -0.1555
⟨S²⟩: 2.0067
M in g/mol: 650.52

Results of the Löwdin charge analysis, in e, for atoms 1 through 2: atom 1 (Ni): 0.708, atom 2 (C): -0.087

---

Entry 4:
# C35H55BrN2O30P2

A 9-piece molecular cluster, C35H55BrN2O30P2 overall (ωB97M-V/def2-TZVPD, OMol25).

Geometry as XYZ:
```
125
C35H55BrN2O30P2 ωB97M-V/def2-TZVPD
N -0.2860 4.4253 6.5985
P -1.2691 3.2340 5.7117
O -0.5638 1.6706 6.1377
C -0.9955 3.3782 3.7881
O -2.1526 3.2619 3.0797
O 0.3187 3.5328 3.1490
C 0.5526 4.8854 2.6320
Br -0.5585 5.4102 1.0513
C 2.1338 4.8956 2.0870
O 2.7617 3.5504 2.1646
N 3.4644 3.4916 3.3296
O 3.2721 2.3560 3.8000
P 0.4412 6.2903 3.9205
O 1.6694 6.1119 4.9419
H -0.6797 4.5284 7.5801
H 0.7116 4.1215 6.6330
H 0.3247 1.5814 5.6601
H 2.1390 5.1819 0.9324
H 2.7804 5.7327 2.6136
H -0.8161 6.3813 4.6181
H 0.7138 7.5355 3.2018
C 3.7351 0.5103 0.8837
C 2.6144 -0.4994 1.0231
C 2.6793 -1.3007 2.2875
O 1.9861 -2.4831 1.9305
C 2.1555 -2.6313 0.5814
O 1.8623 -3.6358 -0.0443
O 2.7011 -1.5052 0.0279
H 3.6122 1.0855 -0.0405
H 3.7461 1.2078 1.7266
H 4.7109 0.0172 0.8166
H 1.6439 -0.0004 0.9128
H 2.1848 -0.7985 3.1234
H 3.6988 -1.5722 2.5835
C 0.5772 -4.9730 -2.1218
C -0.0100 -4.8694 -3.5144
C 0.4576 -3.6678 -4.2776
O -0.6018 -3.4627 -5.1950
C -1.7274 -3.9539 -4.5929
O -2.8619 -3.7772 -5.0030
O -1.4122 -4.6658 -3.4679
H 0.2252 -5.8866 -1.6307
H 1.6706 -4.9968 -2.1545
H 0.2579 -4.1368 -1.4905
H 0.1767 -5.7963 -4.0703
H 1.3977 -3.8507 -4.8051
H 0.5610 -2.7683 -3.6603
C 4.9064 10.6306 0.6239
C 3.7857 9.6209 0.7633
C 3.8506 8.8196 2.0277
O 3.1574 7.6372 1.6707
C 3.3268 7.4890 0.3216
O 3.0336 6.4845 -0.3041
O 3.8724 8.6151 -0.2319
H 4.7835 11.2058 -0.3003
H 4.9174 11.3281 1.4668
H 5.8822 10.1375 0.5568
H 2.8152 10.1199 0.6530
H 3.3561 9.3218 2.8636
H 4.8701 8.5481 2.3237
C -0.7958 -3.3231 3.4166
C -1.1737 -4.7882 3.4916
C -2.2751 -5.1751 2.5523
O -2.8311 -6.3101 3.1914
C -2.5988 -6.1458 4.5292
O -3.1017 -6.8282 5.4055
O -1.7312 -5.1120 4.7541
H 0.0346 -3.1121 4.0992
H -0.4904 -3.0449 2.4035
H -1.6261 -2.6801 3.7276
H -0.2840 -5.4131 3.3469
H -1.9012 -5.4341 1.5580
H -3.0572 -4.4137 2.4552
C -2.3802 -7.5577 -6.9605
C -0.9049 -7.7317 -7.2573
C -0.6068 -8.8722 -8.1822
O 0.7263 -9.2010 -7.8349
C 0.8776 -8.8431 -6.5235
O 1.8317 -9.1515 -5.8300
O -0.1851 -8.0971 -6.0919
H -2.5346 -6.6903 -6.3096
H -2.9534 -7.4068 -7.8801
H -2.7851 -8.4242 -6.4266
H -0.4838 -6.7904 -7.6310
H -0.6733 -8.5820 -9.2343
H -1.2370 -9.7523 -8.0115
C 3.9081 -5.8487 -9.5548
C 2.7116 -6.7259 -9.8614
C 2.3580 -6.7754 -11.3165
O 0.9792 -7.0972 -11.2805
C 0.5029 -6.6004 -10.0986
O -0.6791 -6.5204 -9.8104
O 1.5277 -6.2015 -9.2845
H 4.1360 -5.8819 -8.4839
H 4.7927 -6.1792 -10.1074
H 3.7072 -4.7998 -9.7984
H 2.8685 -7.7311 -9.4514
H 2.9214 -7.5422 -11.8551
H 2.4767 -5.8147 -11.8302
C -4.2473 -2.0351 6.5316
C -3.8075 -0.7791 5.8077
C -3.3675 0.3216 6.7240
O -3.5948 1.4772 5.9374
C -4.6183 1.1632 5.0862
O -5.2127 1.9721 4.3942
O -4.8896 -0.1775 5.1172
H -4.5226 -2.8107 5.8087
H -3.4480 -2.4244 7.1693
H -5.1356 -1.8518 7.1458
H -3.0325 -1.0227 5.0708
H -2.3116 0.2388 6.9957
H -3.9685 0.3996 7.6370
C -5.2067 8.0585 3.3089
C -3.7876 8.5861 3.2549
C -3.6896 10.0037 2.7795
O -2.3751 10.0551 2.2549
C -2.0793 8.7849 1.8432
O -1.1096 8.4873 1.1668
O -3.0174 7.8933 2.2872
H -5.2139 7.0336 3.6955
H -5.8342 8.6774 3.9572
H -5.6561 8.0185 2.3108
H -3.3009 8.4542 4.2289
H -3.8112 10.7239 3.5931
H -4.3937 10.2470 1.9758
```

Largest force on an atom in Eh/bohr: 0.18366
Frontier orbital gap in eV: 8.6766
Electronic energy in eV: -190207.670
HOMO energy in Ha: -0.3505
SMILES: NP(O)C(=O)O[C@](Br)(CON=O)[PH2]=O.C[C@@H]1COC(=O)O1.C[C@@H]1COC(=O)O1.C[C@@H]1COC(=O)O1.C[C@@H]1COC(=O)O1.C[C@@H]1COC(=O)O1.C[C@@H]1COC(=O)O1.C[C@@H]1COC(=O)O1.C[C@@H]1COC(=O)O1
M in g/mol: 1125.66

Results of the Löwdin charge analysis, in e, for atoms 1 through 2: atom 1 (N): -0.218, atom 2 (P): 0.981